DFT (the ωB97M-V functional and the def2-TZVPD basis) results for the ion C7H17NP with charge +1.

Last column: Löwdin charge in e.
Cartesian coordinates (Å):
C  -1.87328  1.00363  0.36017  -0.21
C  -0.98100  1.42732  -0.77831  -0.41
C  -2.13364  -1.41784  -0.28250  0.00
C  0.96002  -0.79681  0.96095  -0.13
C  2.45131  -0.84898  -1.01975  -0.11
C  1.84155  1.33247  0.15110  -0.10
C  1.35310  -0.10429  -0.24273  -0.82
N  -2.73903  -0.19160  0.13903  -0.04
P  0.05967  0.13413  -1.55843  1.16
H  -1.39098  0.87695  1.33062  0.12
H  -2.47303  1.88855  0.55844  0.13
H  -1.50209  1.98516  -1.61021  0.10
H  -0.28341  2.05671  -0.25021  0.05
H  -1.85548  -2.16580  0.44238  0.07
H  -2.36458  -1.69083  -1.29037  0.05
H  -0.03356  -0.54474  1.46257  0.09
H  0.89386  -1.84091  0.73381  0.08
H  1.76240  -0.71692  1.58937  0.07
H  2.17964  -0.92887  -2.11696  0.06
H  2.37293  -1.87665  -0.60548  0.09
H  3.46707  -0.49100  -0.94530  0.08
H  1.55318  2.13416  -0.57291  0.07
H  1.44612  1.58574  1.20846  0.11
H  2.94907  1.34432  0.34418  0.10
H  -3.12188  -0.41982  1.16567  0.24
H  -3.57978  -0.01061  -0.32032  0.15

Results
- Lowest unoccupied orbital energy (alpha / beta): -0.1775 / -0.1668 hartree
- Frontier orbital gap (alpha / beta): 7.16 / 8.43 eV
- ΔE to the lowest compared entry with this formula, charge and spin: 70.6 kcal/mol
- Net charge: +1